[1]
C4H6ClF | ωB97M-V with the def2-TZVPD basis set

Results
Strongest force on any atom = 4.4 eV/Å
Energy relative to the best compared isomer or geometry (same formula, charge and spin) = 48.90 kcal per mole
Highest occupied orbital energy = -10.153 eV
Gap between HOMO and LUMO = 11.06 eV

```
12
Properties=species:S:1:pos:R:3:forces:R:3
Cl -1.73756 0.21904 1.88499 -0.223 -0.344 -0.005
F -0.24971 2.15409 1.33459 0.596 -0.714 -0.661
C -0.92762 1.16302 0.65705 2.604 -2.208 -0.748
C 1.06942 -0.94762 0.46976 -1.379 3.681 2.065
C 0.12828 -0.12145 -0.42286 -0.925 1.014 4.054
C -0.09106 -0.28673 -1.69193 -1.405 0.842 -1.973
H 1.70183 -1.54522 -0.10466 1.140 -0.881 -0.898
H 0.44823 -1.05988 -2.29886 -0.637 0.855 0.652
H 0.53674 -1.55949 1.24917 0.388 0.710 -0.860
H -0.88640 0.37230 -2.17255 1.308 -1.052 0.279
H 1.63411 -0.07490 1.01976 -0.487 -2.099 -0.708
H -1.62627 1.68685 0.07554 -0.979 0.194 -1.199
```
Positions in Å, forces in eV/Å.

Results of the Mulliken charge analysis, in e, for atoms 1 through 4: -0.157, -0.242, 0.060, -1.111

***

[2]
C4H6ClF | ωB97M-V with the def2-TZVPD basis set

Results
Strongest force on any atom = 5.9 eV/Å
Energy relative to the best compared isomer or geometry (same formula, charge and spin) = 117.22 kcal per mole
Highest occupied orbital energy (spin up / spin down) = -9.008 / -8.454 eV
Gap between HOMO and LUMO (spin up / spin down) = 8.83 / 8.17 eV

```
12
Properties=species:S:1:pos:R:3:forces:R:3
Cl -2.61156 0.15274 0.40616 -0.013 -0.293 -0.156
F -1.36825 -2.11830 -1.51787 1.396 0.996 0.730
C -0.29320 -1.49104 -0.88153 -5.142 1.952 2.172
C -0.99302 -0.32441 0.52313 1.743 -3.805 -3.797
C 0.00629 0.66610 0.87333 -0.025 2.244 2.121
C 1.09255 0.82323 -0.16356 0.079 -3.797 -1.318
H 1.74125 1.61802 -0.00277 0.727 1.833 0.074
H 1.80446 -0.08299 -0.34967 -1.350 1.240 0.787
H 0.45197 0.79824 -1.06904 1.119 0.893 -0.035
H 0.38484 -2.27262 -0.64498 1.064 -0.383 0.539
H 0.28888 0.55977 1.97566 0.103 -0.118 -1.371
H -0.50421 1.67125 0.85115 0.300 -0.762 0.255
```
Positions in Å, forces in eV/Å.

Results of the Mulliken charge analysis, in e, for atoms 1 through 4: -0.127, -0.252, -0.138, 0.026

***

[3]
C4H6ClF3O2Y | ωB97M-V with the def2-TZVPD basis set

Results
Strongest force on any atom = 3.8 eV/Å
Highest occupied orbital energy (spin up / spin down) = -7.538 / -9.671 eV
Spin multiplicity = 2
Gap between HOMO and LUMO (spin up / spin down) = 6.51 / 8.18 eV

```
17
Properties=species:S:1:pos:R:3:forces:R:3
Y -27.80667 -13.83120 -9.99015 3.141 1.549 0.469
Cl -26.12832 -15.28104 -11.56288 -1.506 0.884 1.109
F -23.41480 -11.17366 -7.38602 -0.181 0.618 -1.353
F -25.07713 -11.75369 -6.26581 -1.431 0.941 0.866
F -24.31652 -13.10253 -7.61689 0.191 -0.705 -1.384
O -26.79938 -12.01365 -8.81371 -0.366 -2.430 0.650
O -25.02412 -11.18222 -9.83734 0.916 0.939 0.417
C -23.82853 -11.69785 -11.75067 1.004 0.662 -1.558
C -25.61183 -11.28567 -8.54393 -1.445 -0.884 -3.418
C -24.32930 -12.23764 -10.49059 0.197 -1.652 1.210
C -24.59640 -11.79610 -7.50726 0.171 -1.533 1.828
H -25.94239 -10.28036 -8.28280 0.488 0.133 0.234
H -24.84213 -13.18256 -10.67015 -1.148 0.266 0.097
H -23.15294 -12.32790 -12.32922 0.183 -0.579 0.587
H -23.49592 -12.64693 -9.91959 0.361 0.595 0.492
H -24.59098 -11.51778 -12.50852 -0.287 0.710 0.394
H -23.22589 -10.83869 -11.45613 -0.288 0.487 -0.640
```
Positions in Å, forces in eV/Å.

Results of the Mulliken charge analysis, in e, for atoms 1 through 4: 1.025, -0.565, -0.264, -0.284

***

[4]
C4H6ClFN2 | ωB97M-V with the def2-TZVPD basis set

Results
Strongest force on any atom = 3.0 eV/Å
Energy relative to the best compared isomer or geometry (same formula, charge and spin) = 17.22 kcal per mole
SMILES = FCC1=NNC[C@H]1Cl
Highest occupied orbital energy = -9.127 eV
Gap between HOMO and LUMO = 10.06 eV

```
14
Properties=species:S:1:pos:R:3:forces:R:3
Cl 0.20044 2.01601 -0.20625 0.224 0.649 -0.303
F -2.47807 -0.51194 0.69402 0.041 -0.048 -0.523
N 1.56756 -1.56578 0.12214 1.991 -0.934 -1.142
N 0.36984 -1.69310 -0.49967 -2.362 1.658 0.964
C -1.76318 -0.45458 -0.52560 -0.035 -0.371 0.184
C -0.32962 -0.63624 -0.19222 0.906 -0.510 -0.886
C 1.91194 -0.15049 0.28073 -0.241 0.466 0.319
C 0.51151 0.44029 0.49972 -0.413 -1.067 0.771
H -1.98469 0.51414 -0.97437 0.099 -0.034 0.074
H 2.24393 -2.12994 -0.40911 -0.198 0.492 0.553
H 2.35499 0.34568 -0.60388 -0.014 -0.500 0.197
H 2.56573 -0.07242 1.14761 0.012 0.353 -0.110
H -2.08495 -1.25495 -1.20065 -0.110 0.068 0.322
H 0.25439 0.55110 1.56739 0.101 -0.223 -0.420
```
Positions in Å, forces in eV/Å.

Results of the Mulliken charge analysis, in e, for atoms 1 through 4: -0.197, -0.296, -0.201, -0.613

***

[5]
C4H6ClN2 | ωB97M-V with the def2-TZVPD basis set

Results
Strongest force on any atom = 3.5 eV/Å
Energy relative to the best compared isomer or geometry (same formula, charge and spin) = 0.00 kcal per mole
SMILES = ClC[n+]1cc[nH]c1
Charge = +1
Highest occupied orbital energy = -14.895 eV
Gap between HOMO and LUMO = 10.96 eV

```
13
Properties=species:S:1:pos:R:3:forces:R:3
Cl -2.12038 -0.39824 -2.22770 0.289 -0.242 0.378
N -0.10582 0.33788 1.69444 -0.125 0.075 -2.211
N -0.14670 -0.33875 -0.38858 -0.280 1.629 0.355
C -0.48120 -0.65381 0.88899 -0.587 -1.273 0.376
C -0.44506 -0.75796 -1.74168 -0.847 -2.361 -0.257
C 0.34262 0.92245 -0.36058 1.559 3.007 0.953
C 0.41614 1.38387 0.89342 -1.191 -2.239 1.983
H 0.68125 1.61347 -1.12151 -0.252 -0.990 -0.833
H 0.15954 -0.26195 -2.49075 0.440 0.185 0.547
H -0.36976 0.37044 2.66034 0.189 0.044 0.447
H -1.01559 -1.54238 1.31531 0.719 0.819 -1.084
H -0.22083 -1.82748 -1.75331 -0.502 0.049 -0.518
H 0.69628 2.23388 1.43636 0.588 1.296 -0.135
```
Positions in Å, forces in eV/Å.

Results of the Mulliken charge analysis, in e, for atoms 1 through 4: -0.101, -0.046, 0.107, -0.061

***

[6]
C4H6ClN4O3 | ωB97M-V with the def2-TZVPD basis set

Results
Strongest force on any atom = 3.4 eV/Å
Energy relative to the best compared isomer or geometry (same formula, charge and spin) = 0.00 kcal per mole
SMILES = [NH2+]=C1N=C[C@@](Cl)([N+](=O)[O-])[C@H](O)N1
Charge = +1
Highest occupied orbital energy = -15.187 eV
Gap between HOMO and LUMO = 9.65 eV

```
18
Properties=species:S:1:pos:R:3:forces:R:3
Cl 2.84655 -1.11210 -0.36016 -0.662 0.002 0.315
O 2.61778 1.73501 0.27107 0.970 0.408 -0.250
O 0.35873 -2.28983 0.97209 0.938 -1.235 -2.390
O 0.70447 1.46212 1.20024 -1.400 2.267 1.583
N -1.02267 -0.46505 0.49106 -2.002 0.653 2.166
N -0.51461 0.39821 -1.54552 -0.527 1.041 -0.983
N 1.63592 1.14340 0.53973 0.083 -1.742 -1.137
N -2.50004 1.10100 -0.54662 0.731 -1.070 2.532
C 0.66608 0.00954 -1.42085 -0.182 -0.167 2.486
C 1.32544 -0.26856 -0.06501 1.215 0.422 -0.699
C -1.32984 0.45178 -0.45295 -0.873 -1.469 0.825
C 0.34009 -0.91385 0.93952 0.533 -0.255 -0.784
H -3.16396 1.23544 0.22408 0.830 -0.604 -0.034
H -1.73116 -0.66273 1.24011 0.815 0.349 -1.130
H -2.74572 1.70765 -1.26643 0.289 0.840 -2.012
H 1.22562 -0.28823 -2.22630 1.317 -0.273 -2.237
H 0.63000 -2.73804 0.05604 -0.920 1.560 2.819
H 0.65731 -0.50577 1.94990 -1.154 -0.726 -1.070
```
Positions in Å, forces in eV/Å.

Results of the Mulliken charge analysis, in e, for atoms 1 through 4: -0.066, -0.534, -0.544, -0.558

***

[7]
C4H6ClNS | ωB97M-V with the def2-TZVPD basis set

Results
Strongest force on any atom = 3.7 eV/Å
Energy relative to the best compared isomer or geometry (same formula, charge and spin) = 88.71 kcal per mole
Highest occupied orbital energy = -9.014 eV
Gap between HOMO and LUMO = 8.38 eV

```
13
Properties=species:S:1:pos:R:3:forces:R:3
Cl 0.28859 2.44075 -1.13984 -0.066 0.439 -0.250
S -0.87709 2.42802 1.61252 0.989 -0.459 -1.061
N 1.14262 0.25262 0.58335 -2.740 2.540 0.253
C -1.19357 -0.70958 0.12904 -1.668 -2.493 -0.427
C 1.23726 -0.43325 -0.67112 2.064 -2.007 0.221
C 0.01331 1.85175 0.40500 1.519 -2.608 1.421
C 0.25358 -0.95808 0.36058 2.153 0.215 -1.525
H -1.44631 0.00683 0.86413 -1.006 0.650 0.491
H -1.37797 -0.33690 -0.90594 -0.018 -0.169 0.864
H 2.25921 -1.00643 -0.76350 -1.935 1.152 0.133
H -1.89418 -1.65719 0.31871 1.699 1.919 -0.530
H 0.63196 -1.87943 0.82915 -0.562 0.668 0.316
H 0.96260 0.00089 -1.62208 -0.429 0.153 0.096
```
Positions in Å, forces in eV/Å.

Results of the Mulliken charge analysis, in e, for atoms 1 through 4: -0.077, -0.170, -0.433, -1.126

***

[8]
C4H6ClNS | ωB97M-V with the def2-TZVPD basis set

Results
Strongest force on any atom = 6.6 eV/Å
Energy relative to the best compared isomer or geometry (same formula, charge and spin) = 74.74 kcal per mole
SMILES = CN/C=C(\Cl)C=S
Highest occupied orbital energy = -8.065 eV
Gap between HOMO and LUMO = 7.96 eV

```
13
Properties=species:S:1:pos:R:3:forces:R:3
Cl -2.40320 -0.30017 1.68584 1.522 1.356 -1.826
S -3.59597 1.72828 -0.85127 2.097 -0.740 -0.876
N 0.78186 -0.61763 0.65463 1.980 -0.887 2.006
C 2.16870 -0.57178 0.33023 0.963 -1.690 -2.773
C -2.05680 1.06031 -0.98842 -1.628 -0.762 2.921
C -1.43982 0.41291 0.28408 1.796 -0.639 -3.045
C -0.07597 0.05783 0.00937 -5.175 1.469 -3.867
H 1.93643 -0.37620 -0.93067 2.293 -0.577 3.467
H 2.75695 -1.56958 0.61633 -1.617 1.858 -1.137
H 2.78460 0.20095 0.83680 -0.784 0.079 -0.605
H 0.37173 -1.05281 1.41330 -0.023 -1.140 2.463
H -1.44393 0.96024 -1.94412 -0.821 0.456 1.421
H 0.21544 0.06764 -1.11610 -0.603 1.218 1.852
```
Positions in Å, forces in eV/Å.

Results of the Mulliken charge analysis, in e, for atoms 1 through 4: -0.195, -0.247, -0.099, -0.556